[1]
Molecular formula: C44H33F10N7O4SV
Method: DFT, ωB97M-V/def2-TZVPD

HOMO level (spin up / spin down)   -7.6 / -7.7 eV
⟨S²⟩   0.766
Energy relative to the best compared isomer or geometry (same formula, charge and spin)   0.000 eV

The geometry in ORCA input format:
```
! wB97M-V def2-TZVPD RIJCOSX def2/J DEFGRID3
* xyz 0 2
V 1.1273 0.0280 0.5120
C 4.2336 1.0195 -1.7663
N 3.6653 -0.1353 -1.1045
C 4.4341 -0.5703 0.0375
C 3.6606 -1.4771 0.9693
N 2.5171 -0.8024 1.5927
C 2.2002 -1.2463 2.8735
C 2.2614 -2.5788 3.2886
F 2.6125 -3.5470 2.4260
C 1.8954 -2.9835 4.5629
F 1.9647 -4.2760 4.8917
C 1.4181 -2.0679 5.4781
F 1.0448 -2.4550 6.6986
C 1.3191 -0.7399 5.0994
F 0.8465 0.1628 5.9607
C 1.7109 -0.3544 3.8346
F 1.5791 0.9414 3.5129
C 3.2035 -1.1639 -2.0148
C 1.6755 -1.1750 -2.0533
N 1.0472 -1.4324 -0.7505
C 0.4601 -2.6897 -0.5635
C -0.8947 -2.8761 -0.2364
F -1.7539 -1.8581 -0.1641
C -1.4586 -4.1263 -0.0487
F -2.7567 -4.2247 0.2481
C -0.7068 -5.2716 -0.2109
F -1.2553 -6.4750 -0.0458
C 0.6189 -5.1415 -0.5712
F 1.3743 -6.2273 -0.7404
C 1.1722 -3.8848 -0.7351
F 2.4734 -3.8528 -1.0542
H 5.1805 0.7842 -2.2796
H 3.5211 1.4192 -2.4875
H 4.4307 1.8037 -1.0337
H 5.3664 -1.0911 -0.2518
H 4.7281 0.3234 0.5944
H 3.3378 -2.3742 0.4344
H 4.3531 -1.8048 1.7504
H 3.5580 -0.9609 -3.0325
H 3.6082 -2.1344 -1.7330
H 1.3503 -0.1825 -2.3842
H 1.3099 -1.9017 -2.7876
O 1.8659 1.5372 0.0162
C 2.2355 2.7881 0.3109
C 2.9267 3.0507 1.4905
C 3.3061 4.3468 1.7958
C 3.0000 5.3857 0.9271
C 2.3252 5.1133 -0.2513
C 1.9324 3.8170 -0.5853
C 1.2209 3.5658 -1.8444
N 1.4033 2.5793 -2.6905
C 0.5384 2.8141 -3.7289
C -0.1753 3.9532 -3.5103
N 0.2723 4.4305 -2.3041
H 3.1396 2.2244 2.1535
H 3.8406 4.5444 2.7161
H 3.2981 6.3999 1.1566
H 2.1262 5.9191 -0.9486
H 0.4799 2.1463 -4.5729
H -0.9468 4.4482 -4.0720
H -0.0898 5.2218 -1.8026
O -0.3466 1.6213 1.2580
N -1.2142 1.2088 2.0602
N -1.1097 -0.0452 2.2796
O -0.1063 -0.6973 1.7224
C -1.9308 -0.7495 3.2086
C -1.5906 -2.0532 3.5302
C -2.3775 -2.7388 4.4442
C -3.4805 -2.1288 5.0205
C -3.8039 -0.8218 4.6796
C -3.0332 -0.1193 3.7687
H -0.7265 -2.5155 3.0750
H -2.1193 -3.7570 4.7041
H -4.0891 -2.6683 5.7336
H -4.6642 -0.3406 5.1256
H -3.2741 0.8983 3.4990
O -0.8144 0.6260 -1.3310
S -2.2853 0.7386 -1.1176
C -3.0044 -0.6014 -2.0642
C -4.3471 -0.9101 -1.9133
C -4.8708 -1.9932 -2.6020
C -4.0497 -2.7592 -3.4205
C -2.7041 -2.4453 -3.5521
C -2.1717 -1.3609 -2.8677
C -2.9244 2.1075 -2.0817
C -3.0928 2.0566 -3.4605
C -3.5979 3.1617 -4.1237
C -3.9210 4.3136 -3.4139
C -3.7318 4.3660 -2.0414
C -3.2330 3.2568 -1.3698
H -4.9741 -0.3160 -1.2583
H -5.9163 -2.2486 -2.4902
H -4.4587 -3.6110 -3.9480
H -2.0653 -3.0514 -4.1818
H -1.1207 -1.1039 -2.9221
H -2.8447 1.1551 -4.0056
H -3.7446 3.1270 -5.1954
H -4.3241 5.1721 -3.9360
H -3.9831 5.2623 -1.4892
H -3.0865 3.2790 -0.2960
*
```


[2]
Molecular formula: C44H34Cl5HfIN5O2S6Sb
Method: DFT, ωB97M-V/def2-TZVPD

HOMO level (spin up / spin down)   -9.9 / -9.9 eV
⟨S²⟩   0.756

The geometry in ORCA input format:
```
! wB97M-V def2-TZVPD RIJCOSX def2/J DEFGRID3
* xyz 1 2
Hf -1.1459 -0.6516 -0.1782
Cl 4.7337 -2.0253 4.1396
C 3.3782 -1.3633 3.3114
C 3.5160 -0.8920 2.0099
Cl 5.0473 -0.9387 1.2291
C 2.4099 -0.3933 1.3338
Cl 2.5582 0.1697 -0.2908
C 1.1436 -0.3429 1.9303
O 0.0892 0.1115 1.2835
C 1.0325 -0.7882 3.2557
Cl -0.5067 -0.6796 4.0119
C 2.1310 -1.3028 3.9344
Cl 1.9516 -1.8674 5.5455
S -4.2073 3.1142 -0.2779
Sb -2.5171 4.5307 -0.0576
S -1.0050 3.4245 1.7571
S -0.5068 2.9176 -0.0920
N 0.0837 -2.2006 -0.7215
S 0.8008 -3.1783 -1.5287
N 1.3031 -2.7611 -3.0200
S 0.3608 -2.3982 -4.2007
N -0.7564 -1.3463 -4.0933
S -0.7360 0.1577 -3.4629
N -0.6250 0.3579 -2.0163
C 0.5810 1.0099 -4.3103
C 0.5701 1.2008 -5.6854
C 1.6358 1.8639 -6.2707
C 2.6863 2.3293 -5.4874
C 2.6763 2.1404 -4.1136
C 1.6135 1.4787 -3.5150
C -2.2272 0.7674 -4.1981
C -2.8532 1.7903 -3.5062
C -4.0347 2.3116 -4.0076
C -4.5679 1.8093 -5.1852
C -3.9314 0.7774 -5.8643
C -2.7537 0.2423 -5.3703
C -0.5345 -3.8094 -4.7699
C -1.8700 -3.9304 -4.4127
C -2.5332 -5.0950 -4.7723
C -1.8715 -6.0886 -5.4794
C -0.5320 -5.9450 -5.8226
C 0.1560 -4.8024 -5.4542
C 1.5092 -2.0049 -5.4881
C 1.0227 -2.0150 -6.7905
C 1.8797 -1.6726 -7.8207
C 3.1904 -1.3048 -7.5386
C 3.6500 -1.2768 -6.2304
C 2.8096 -1.6356 -5.1856
C -0.1212 -4.6857 -1.6807
C -1.3609 -4.7207 -1.0616
C -2.1027 -5.8918 -1.1466
C -1.5978 -6.9886 -1.8273
C -0.3452 -6.9350 -2.4329
C 0.4066 -5.7768 -2.3608
C 2.3408 -3.6613 -0.8095
C 3.4750 -3.9556 -1.5501
C 4.6156 -4.3655 -0.8752
C 4.6039 -4.4835 0.5074
C 3.4561 -4.1907 1.2328
C 2.3114 -3.7709 0.5769
H -0.2595 0.8546 -6.2879
H 1.6416 2.0284 -7.3401
H 3.5098 2.8551 -5.9529
H 3.4858 2.5177 -3.5027
H 1.5542 1.3382 -2.4446
H -2.4557 2.1322 -2.5599
H -4.5487 3.0856 -3.4539
H -5.4969 2.2101 -5.5681
H -4.3643 0.3742 -6.7698
H -2.2743 -0.5923 -5.8624
H -2.3732 -3.1442 -3.8600
H -3.5722 -5.2170 -4.4975
H -2.4027 -6.9872 -5.7648
H -0.0227 -6.7243 -6.3730
H 1.2029 -4.6829 -5.7030
H -0.0019 -2.3015 -6.9940
H 1.5258 -1.6919 -8.8425
H 3.8571 -1.0362 -8.3473
H 4.6682 -0.9808 -6.0171
H 3.1490 -1.6255 -4.1592
H -1.7354 -3.8593 -0.5214
H -3.0731 -5.9401 -0.6717
H -2.1781 -7.9005 -1.8818
H 0.0451 -7.7994 -2.9533
H 1.3881 -5.7224 -2.8163
H 3.4661 -3.8619 -2.6270
H 5.5155 -4.5891 -1.4320
H 5.4989 -4.7971 1.0281
H 3.4577 -4.2781 2.3113
H 1.4108 -3.5188 1.1245
N -2.7635 0.1626 1.3148
C -2.9391 -1.2363 1.7589
O -1.9855 -1.9757 1.2108
C -3.9276 -1.6161 2.5574
I -3.6264 -1.4124 -1.6729
H -3.6297 0.5983 1.0127
H -2.3509 0.7179 2.0606
H -4.6363 -0.8940 2.9339
H -4.0327 -2.6548 2.8319
*
```


[3]
Molecular formula: C44H35AsAuBO5S
Method: DFT, ωB97M-V/def2-TZVPD

HOMO level   -7.3 eV
Energy relative to the best compared isomer or geometry (same formula, charge and spin)   3.913 eV

The geometry in ORCA input format:
```
! wB97M-V def2-TZVPD RIJCOSX def2/J DEFGRID3
* xyz 0 1
Au -0.6266 0.5688 0.9142
O 1.7803 0.2717 0.0993
C 2.6473 1.3607 -0.0461
C 1.6150 2.7922 -0.2883
O 2.2634 3.7401 -0.6191
O 0.4486 2.5209 -0.0998
C 3.4663 1.2716 -1.2977
C 2.8255 1.3329 -2.5346
C 3.5491 1.2406 -3.7087
C 4.9249 1.0887 -3.6702
C 5.5657 1.0037 -2.4464
C 4.8461 1.0850 -1.2679
C 3.3357 1.7416 1.2033
C 4.2804 2.7758 1.1812
C 4.9169 3.1661 2.3409
C 4.6076 2.5605 3.5499
C 3.6469 1.5623 3.5864
C 3.0113 1.1552 2.4285
H 1.4500 0.0283 -0.7789
H 1.7552 1.4916 -2.5832
H 3.0342 1.2926 -4.6566
H 5.4886 1.0411 -4.5910
H 6.6363 0.8691 -2.4155
H 5.3579 0.9962 -0.3228
H 4.4880 3.2876 0.2544
H 5.6413 3.9658 2.3063
H 5.1081 2.8757 4.4543
H 3.3776 1.1086 4.5287
H 2.2669 0.3753 2.4668
S -0.6603 -1.3364 2.6880
C -0.3126 -0.5510 4.2104
C -1.1747 0.4239 4.7119
C -0.9435 0.9546 5.9663
C 0.1492 0.5405 6.7149
C 1.0215 -0.4069 6.2015
C 0.7948 -0.9526 4.9535
H -2.0210 0.7419 4.1193
H -1.6212 1.6936 6.3698
H 0.3150 0.9551 7.6983
H 1.8772 -0.7270 6.7775
H 1.4595 -1.6994 4.5463
O -3.2356 0.3107 -0.6738
B -2.6431 0.4077 0.5734
O -3.6035 0.2684 1.5602
C -4.7920 0.0880 0.9235
C -6.0591 -0.0915 1.4387
C -7.0958 -0.2113 0.5246
C -6.8739 -0.1596 -0.8447
C -5.5987 0.0033 -1.3642
C -4.5662 0.1227 -0.4570
H -6.2311 -0.1330 2.5015
H -8.1045 -0.3289 0.8889
H -7.7146 -0.2303 -1.5181
H -5.4098 0.0505 -2.4233
C -0.5559 -7.1560 0.6111
C -1.1612 -6.1934 1.3999
C -0.8953 -4.8497 1.1847
C -0.0220 -4.4512 0.1802
C 0.5953 -5.4282 -0.5932
C 0.3313 -6.7692 -0.3799
As 0.3008 -2.5348 -0.1268
C 0.1332 -2.5239 -2.0695
C -0.8062 -3.3497 -2.6816
C -1.0712 -3.2487 -4.0352
C -0.4183 -2.2979 -4.8028
C 0.4984 -1.4500 -4.2045
C 0.7671 -1.5643 -2.8524
C 2.2349 -2.6203 0.1515
C 2.6468 -2.5725 1.4798
C 3.9886 -2.6011 1.8026
C 4.9388 -2.6886 0.7984
C 4.5400 -2.7366 -0.5256
C 3.1935 -2.6974 -0.8496
H -0.7816 -8.2027 0.7612
H -1.8489 -6.4914 2.1791
H -1.3683 -4.0953 1.8039
H 1.2853 -5.1387 -1.3768
H 0.8105 -7.5219 -0.9899
H -1.3291 -4.0912 -2.0879
H -1.7830 -3.9199 -4.4974
H -0.6217 -2.2231 -5.8612
H 1.0132 -0.7063 -4.7960
H 1.5084 -0.9068 -2.4115
H 1.8909 -2.5001 2.2547
H 4.2970 -2.5389 2.8346
H 5.9883 -2.7182 1.0478
H 5.2781 -2.8053 -1.3138
H 2.8977 -2.7317 -1.8948
*
```


[4]
Molecular formula: C44H35AsClGeReS
Method: DFT, ωB97M-V/def2-TZVPD

HOMO level   -13.6 eV

The geometry in ORCA input format:
```
! wB97M-V def2-TZVPD RIJCOSX def2/J DEFGRID3
* xyz 2 1
Re 1.8061 0.4136 -0.3756
S 3.5832 -0.8141 -1.0861
C 4.4331 -0.3109 0.3678
C 5.7842 0.0223 0.2470
C 6.5243 0.3316 1.3729
C 5.9391 0.3157 2.6344
C 4.5962 0.0190 2.7666
C 3.8394 -0.3127 1.6471
As 1.9534 -0.6894 1.7963
C 1.3867 -0.1951 3.5871
C 1.3123 1.1627 3.8923
C 0.9263 1.5611 5.1599
C 0.6074 0.6048 6.1140
C 0.6852 -0.7458 5.8106
C 1.0671 -1.1560 4.5424
C 1.6856 -2.5664 1.4188
C 0.4312 -2.9388 0.9468
C 0.2021 -4.2604 0.6082
C 1.2287 -5.1892 0.7203
C 2.4833 -4.8051 1.1659
C 2.7211 -3.4870 1.5198
H 6.2457 0.0307 -0.7313
H 7.5673 0.5889 1.2653
H 6.5259 0.5340 3.5120
H 4.1081 0.0306 3.7370
H 1.5437 1.8976 3.1222
H 0.8661 2.6138 5.3981
H 0.2910 0.9157 7.0981
H 0.4427 -1.4819 6.5629
H 1.1213 -2.2133 4.3014
H -0.3333 -2.1725 0.8318
H -0.7702 -4.5513 0.2439
H 1.0491 -6.2193 0.4548
H 3.2836 -5.5272 1.2311
H 3.7054 -3.1806 1.8651
Cl -0.8821 3.0320 -0.8552
C 0.0368 3.1902 -2.2901
C -0.5712 3.5857 -3.4653
C 0.1647 3.6014 -4.6403
C 1.5091 3.2487 -4.6295
C 2.1249 2.9006 -3.4480
C 1.4089 2.8591 -2.2415
C 2.0460 2.4717 -0.9904
H -1.6123 3.8666 -3.4670
H -0.3116 3.8833 -5.5655
H 2.0764 3.2554 -5.5439
H 3.1766 2.6636 -3.4479
H 1.6736 3.0594 -0.1322
H 3.1402 2.5495 -1.0537
C 0.0719 0.1894 -0.9925
Ge -1.8606 0.1248 -1.1755
C -2.3262 -1.8158 -1.4617
C -1.9410 -2.4369 -2.6344
C -2.4024 -3.7138 -2.9160
C -3.2369 -4.3572 -2.0171
C -3.5788 -3.7502 -0.8212
C -3.1197 -2.4714 -0.5365
C -2.6492 1.1508 -2.7028
C -3.6120 2.1192 -2.4487
C -4.1753 2.8219 -3.5019
C -3.7957 2.5451 -4.8058
C -2.8180 1.5958 -5.0545
C -2.2465 0.8967 -4.0040
C -2.4719 0.6604 0.6311
C -1.5926 1.0230 1.6416
C -2.0800 1.3798 2.8854
C -3.4465 1.3811 3.1263
C -4.3277 1.0211 2.1206
C -3.8396 0.6578 0.8782
H -1.2916 -1.9291 -3.3323
H -2.1191 -4.1898 -3.8430
H -3.6246 -5.3373 -2.2551
H -4.2177 -4.2553 -0.1108
H -3.3967 -1.9931 0.3928
H -3.9110 2.3373 -1.4326
H -4.9140 3.5821 -3.3002
H -4.2659 3.0629 -5.6278
H -2.5037 1.3885 -6.0651
H -1.4838 0.1557 -4.2005
H -0.5174 1.0430 1.4231
H -1.3979 1.6699 3.6709
H -3.8211 1.6701 4.0962
H -5.3915 1.0190 2.3052
H -4.5196 0.3614 0.0892
*
```


Please write out number 3 again, unchanged.
Molecular formula: C44H35AsAuBO5S
Method: DFT, ωB97M-V/def2-TZVPD

HOMO level   -7.3 eV
Energy relative to the best compared isomer or geometry (same formula, charge and spin)   3.913 eV

The geometry in ORCA input format:
```
! wB97M-V def2-TZVPD RIJCOSX def2/J DEFGRID3
* xyz 0 1
Au -0.6266 0.5688 0.9142
O 1.7803 0.2717 0.0993
C 2.6473 1.3607 -0.0461
C 1.6150 2.7922 -0.2883
O 2.2634 3.7401 -0.6191
O 0.4486 2.5209 -0.0998
C 3.4663 1.2716 -1.2977
C 2.8255 1.3329 -2.5346
C 3.5491 1.2406 -3.7087
C 4.9249 1.0887 -3.6702
C 5.5657 1.0037 -2.4464
C 4.8461 1.0850 -1.2679
C 3.3357 1.7416 1.2033
C 4.2804 2.7758 1.1812
C 4.9169 3.1661 2.3409
C 4.6076 2.5605 3.5499
C 3.6469 1.5623 3.5864
C 3.0113 1.1552 2.4285
H 1.4500 0.0283 -0.7789
H 1.7552 1.4916 -2.5832
H 3.0342 1.2926 -4.6566
H 5.4886 1.0411 -4.5910
H 6.6363 0.8691 -2.4155
H 5.3579 0.9962 -0.3228
H 4.4880 3.2876 0.2544
H 5.6413 3.9658 2.3063
H 5.1081 2.8757 4.4543
H 3.3776 1.1086 4.5287
H 2.2669 0.3753 2.4668
S -0.6603 -1.3364 2.6880
C -0.3126 -0.5510 4.2104
C -1.1747 0.4239 4.7119
C -0.9435 0.9546 5.9663
C 0.1492 0.5405 6.7149
C 1.0215 -0.4069 6.2015
C 0.7948 -0.9526 4.9535
H -2.0210 0.7419 4.1193
H -1.6212 1.6936 6.3698
H 0.3150 0.9551 7.6983
H 1.8772 -0.7270 6.7775
H 1.4595 -1.6994 4.5463
O -3.2356 0.3107 -0.6738
B -2.6431 0.4077 0.5734
O -3.6035 0.2684 1.5602
C -4.7920 0.0880 0.9235
C -6.0591 -0.0915 1.4387
C -7.0958 -0.2113 0.5246
C -6.8739 -0.1596 -0.8447
C -5.5987 0.0033 -1.3642
C -4.5662 0.1227 -0.4570
H -6.2311 -0.1330 2.5015
H -8.1045 -0.3289 0.8889
H -7.7146 -0.2303 -1.5181
H -5.4098 0.0505 -2.4233
C -0.5559 -7.1560 0.6111
C -1.1612 -6.1934 1.3999
C -0.8953 -4.8497 1.1847
C -0.0220 -4.4512 0.1802
C 0.5953 -5.4282 -0.5932
C 0.3313 -6.7692 -0.3799
As 0.3008 -2.5348 -0.1268
C 0.1332 -2.5239 -2.0695
C -0.8062 -3.3497 -2.6816
C -1.0712 -3.2487 -4.0352
C -0.4183 -2.2979 -4.8028
C 0.4984 -1.4500 -4.2045
C 0.7671 -1.5643 -2.8524
C 2.2349 -2.6203 0.1515
C 2.6468 -2.5725 1.4798
C 3.9886 -2.6011 1.8026
C 4.9388 -2.6886 0.7984
C 4.5400 -2.7366 -0.5256
C 3.1935 -2.6974 -0.8496
H -0.7816 -8.2027 0.7612
H -1.8489 -6.4914 2.1791
H -1.3683 -4.0953 1.8039
H 1.2853 -5.1387 -1.3768
H 0.8105 -7.5219 -0.9899
H -1.3291 -4.0912 -2.0879
H -1.7830 -3.9199 -4.4974
H -0.6217 -2.2231 -5.8612
H 1.0132 -0.7063 -4.7960
H 1.5084 -0.9068 -2.4115
H 1.8909 -2.5001 2.2547
H 4.2970 -2.5389 2.8346
H 5.9883 -2.7182 1.0478
H 5.2781 -2.8053 -1.3138
H 2.8977 -2.7317 -1.8948
*
```


What did the third record say?
Molecular formula: C44H35AsAuBO5S
Method: DFT, ωB97M-V/def2-TZVPD

HOMO level   -7.3 eV
Energy relative to the best compared isomer or geometry (same formula, charge and spin)   3.913 eV

The geometry in ORCA input format:
```
! wB97M-V def2-TZVPD RIJCOSX def2/J DEFGRID3
* xyz 0 1
Au -0.6266 0.5688 0.9142
O 1.7803 0.2717 0.0993
C 2.6473 1.3607 -0.0461
C 1.6150 2.7922 -0.2883
O 2.2634 3.7401 -0.6191
O 0.4486 2.5209 -0.0998
C 3.4663 1.2716 -1.2977
C 2.8255 1.3329 -2.5346
C 3.5491 1.2406 -3.7087
C 4.9249 1.0887 -3.6702
C 5.5657 1.0037 -2.4464
C 4.8461 1.0850 -1.2679
C 3.3357 1.7416 1.2033
C 4.2804 2.7758 1.1812
C 4.9169 3.1661 2.3409
C 4.6076 2.5605 3.5499
C 3.6469 1.5623 3.5864
C 3.0113 1.1552 2.4285
H 1.4500 0.0283 -0.7789
H 1.7552 1.4916 -2.5832
H 3.0342 1.2926 -4.6566
H 5.4886 1.0411 -4.5910
H 6.6363 0.8691 -2.4155
H 5.3579 0.9962 -0.3228
H 4.4880 3.2876 0.2544
H 5.6413 3.9658 2.3063
H 5.1081 2.8757 4.4543
H 3.3776 1.1086 4.5287
H 2.2669 0.3753 2.4668
S -0.6603 -1.3364 2.6880
C -0.3126 -0.5510 4.2104
C -1.1747 0.4239 4.7119
C -0.9435 0.9546 5.9663
C 0.1492 0.5405 6.7149
C 1.0215 -0.4069 6.2015
C 0.7948 -0.9526 4.9535
H -2.0210 0.7419 4.1193
H -1.6212 1.6936 6.3698
H 0.3150 0.9551 7.6983
H 1.8772 -0.7270 6.7775
H 1.4595 -1.6994 4.5463
O -3.2356 0.3107 -0.6738
B -2.6431 0.4077 0.5734
O -3.6035 0.2684 1.5602
C -4.7920 0.0880 0.9235
C -6.0591 -0.0915 1.4387
C -7.0958 -0.2113 0.5246
C -6.8739 -0.1596 -0.8447
C -5.5987 0.0033 -1.3642
C -4.5662 0.1227 -0.4570
H -6.2311 -0.1330 2.5015
H -8.1045 -0.3289 0.8889
H -7.7146 -0.2303 -1.5181
H -5.4098 0.0505 -2.4233
C -0.5559 -7.1560 0.6111
C -1.1612 -6.1934 1.3999
C -0.8953 -4.8497 1.1847
C -0.0220 -4.4512 0.1802
C 0.5953 -5.4282 -0.5932
C 0.3313 -6.7692 -0.3799
As 0.3008 -2.5348 -0.1268
C 0.1332 -2.5239 -2.0695
C -0.8062 -3.3497 -2.6816
C -1.0712 -3.2487 -4.0352
C -0.4183 -2.2979 -4.8028
C 0.4984 -1.4500 -4.2045
C 0.7671 -1.5643 -2.8524
C 2.2349 -2.6203 0.1515
C 2.6468 -2.5725 1.4798
C 3.9886 -2.6011 1.8026
C 4.9388 -2.6886 0.7984
C 4.5400 -2.7366 -0.5256
C 3.1935 -2.6974 -0.8496
H -0.7816 -8.2027 0.7612
H -1.8489 -6.4914 2.1791
H -1.3683 -4.0953 1.8039
H 1.2853 -5.1387 -1.3768
H 0.8105 -7.5219 -0.9899
H -1.3291 -4.0912 -2.0879
H -1.7830 -3.9199 -4.4974
H -0.6217 -2.2231 -5.8612
H 1.0132 -0.7063 -4.7960
H 1.5084 -0.9068 -2.4115
H 1.8909 -2.5001 2.2547
H 4.2970 -2.5389 2.8346
H 5.9883 -2.7182 1.0478
H 5.2781 -2.8053 -1.3138
H 2.8977 -2.7317 -1.8948
*
```